1.
The following is a quantum chemistry calculation of CH3ClOSi in the gas phase at a distorted geometry, from OMol25.

CARTESIAN COORDINATES (ANGSTROEM)
O  -0.0368  0.0536  -2.2741
C  -0.3694  0.3379  -1.1445
Si  0.4880  -0.3240  0.5838
Cl  -1.1698  -0.1914  1.8969
H  -1.3021  0.9706  -1.0249
H  1.1567  -1.6707  0.8649
H  1.2335  0.8240  1.0978

Output
Energy relative to the best compared isomer or geometry (same formula, charge and spin), kJ/mol: 41.4
HOMO level, eV: -9.76
F_max, eV/Å: 1.4
LUMO, eV: 0.06
Kohn-Sham gap, eV: 9.8

=====

2.
The following is a quantum chemistry calculation of 2 unconnected molecules or ions with the total composition CH3ClS at a distorted geometry, from OMol25.

CARTESIAN COORDINATES (ANGSTROEM)
C  1.0846  -0.0557  0.5160
S  1.1798  -1.0698  -0.7507
Cl  -4.3419  -0.3032  0.3064
H  0.1101  0.1923  0.8611
H  1.9841  0.2888  0.8596
H  -3.5288  -0.1224  -0.6844

Output
Energy relative to the best compared isomer or geometry (same formula, charge and spin), kJ/mol: 0.0
HOMO level (spin up / spin down), eV: -7.25 / -10.76
F_max, eV/Å: 2.6
⟨S²⟩: 2.01
LUMO (spin up / spin down), eV: 0.69 / -2.28
Spin multiplicity: 3
Kohn-Sham gap (spin up / spin down), eV: 7.9 / 8.5